[1]
108
Properties=species:S:1:pos:R:3:forces:R:3 method="wB97M-V/def2-TZVPD" relative_energy_kj_mol=206.0 smiles=Fc1ccccc1.Fc1ccccc1.Fc1ccccc1.Fc1ccccc1.Fc1ccccc1.Fc1ccccc1.Fc1ccccc1.Fc1ccccc1.Fc1ccccc1 energy_ev=-81183.000 gap_ev=9.56 lumo_ha=0.0192 fmax_ev_per_a=4.12
F 18.145388 11.013695 6.198871 -0.2 0.0 0.3
C 18.800945 11.022498 7.382223 0.3 -0.6 -0.2
C 18.477263 10.126513 8.378339 -1.1 0.3 -1.4
C 19.205588 10.117532 9.508258 0.7 -0.7 2.0
C 20.303310 10.968587 9.656057 0.6 -0.4 1.2
C 20.636398 11.876658 8.676880 -0.1 0.2 -0.4
C 19.856965 11.867567 7.534604 0.0 1.2 -0.7
H 17.639382 9.482257 8.272133 -0.6 -0.5 -0.2
H 18.884853 9.384397 10.294972 0.7 0.9 -0.7
H 20.910644 10.868706 10.555354 -0.2 0.2 -0.1
H 21.445502 12.619174 8.682989 -0.2 -0.6 0.6
H 20.018394 12.609627 6.771365 0.2 0.0 -0.3
F 16.429716 15.094896 6.790202 -0.7 -0.4 0.4
C 15.489238 14.258189 7.347305 0.9 -0.5 -0.3
C 14.234258 14.689825 7.621801 -1.3 1.0 -0.2
C 13.310458 13.842465 8.205871 -0.1 0.6 0.3
C 13.635696 12.534890 8.463495 -0.6 -1.5 1.4
C 14.919178 12.062743 8.227795 1.3 1.4 -1.4
C 15.854944 12.955898 7.621491 0.6 -0.5 0.4
H 13.860004 15.661514 7.346709 0.4 0.4 0.1
H 12.382988 14.297338 8.562931 0.0 -0.4 -0.4
H 12.909677 11.872515 8.991833 0.7 0.7 -0.7
H 15.243598 11.056880 8.439935 -0.2 -0.1 0.1
H 16.916078 12.748361 7.362341 -1.0 -0.4 0.4
F 12.977511 15.472711 17.234963 0.1 0.1 -0.3
C 13.416275 16.611672 16.632266 -0.1 -1.2 1.0
C 14.699771 17.018926 16.901912 1.3 1.5 -0.5
C 15.112063 18.247211 16.330373 1.2 -0.9 0.4
C 14.292883 18.960345 15.474957 0.0 -1.2 0.8
C 13.022970 18.475188 15.220538 0.1 -1.1 0.9
C 12.548045 17.280389 15.824418 0.6 1.8 -1.2
H 15.450849 16.437701 17.443267 -0.7 0.0 0.1
H 16.164033 18.609776 16.484572 -1.2 -0.5 0.0
H 14.751773 19.795045 15.020830 -0.2 1.1 -0.6
H 12.397367 19.017161 14.577673 -0.9 0.5 -0.9
H 11.580618 16.894676 15.569570 -0.3 -0.1 0.2
F 12.946375 13.886266 11.957058 0.2 0.7 -0.2
C 11.951318 14.680559 11.487443 -1.9 -3.6 0.3
C 10.795797 14.004901 11.030231 0.4 1.3 -0.8
C 9.730148 14.793489 10.605470 -0.7 0.3 -0.2
C 9.737709 16.197378 10.525317 2.0 -0.9 1.2
C 10.937076 16.756820 11.011299 -2.0 0.3 -0.7
C 11.938089 16.004266 11.595815 1.8 2.9 -0.7
H 10.762759 12.960912 10.750653 0.2 -0.2 0.7
H 8.813945 14.311296 10.321207 -0.2 -0.4 -0.3
H 8.897654 16.764071 10.137689 0.3 -0.1 0.1
H 11.100883 17.809182 10.897920 0.0 0.5 0.3
H 12.824251 16.603412 11.823662 0.0 -0.6 0.5
F 20.641061 19.038146 7.127811 0.0 0.0 0.0
C 20.063897 18.588428 8.258746 -0.2 -0.6 -0.3
C 19.343707 17.400851 8.221215 0.5 -0.2 0.9
C 18.822739 16.912162 9.435117 -0.3 -0.6 -1.3
C 18.948008 17.628854 10.629320 -0.3 0.3 -0.8
C 19.664306 18.819490 10.617509 0.0 -1.5 -2.5
C 20.266152 19.274421 9.421734 -0.2 0.5 1.5
H 19.351735 16.789042 7.319290 -0.3 0.3 0.2
H 18.324020 15.931700 9.301313 0.2 0.7 0.7
H 18.435255 17.379316 11.552384 0.2 -0.5 -0.1
H 19.761063 19.247288 11.547011 0.5 1.6 1.7
H 20.901659 20.151011 9.410189 -0.1 0.0 0.0
F 24.176479 17.028645 8.991269 1.5 1.2 -1.5
C 23.749648 16.291977 9.968284 -2.5 -0.6 1.8
C 22.367526 16.268306 10.139941 -0.7 -1.2 0.7
C 21.866916 15.385143 11.117432 -0.7 -0.2 0.2
C 22.654262 14.556876 11.920452 1.4 1.4 -1.1
C 24.045234 14.748518 11.784154 -0.4 -1.1 0.5
C 24.583921 15.627065 10.847722 -0.1 0.0 -0.4
H 21.639260 16.821763 9.521751 0.8 -0.2 0.3
H 20.799398 15.272918 11.286931 0.1 0.4 -0.4
H 22.243470 13.839752 12.620957 0.0 0.1 -0.1
H 24.669689 14.079186 12.393376 0.1 0.7 -0.3
H 25.627349 15.843440 10.720982 0.5 -0.4 0.2
F 12.810833 20.223251 11.639933 0.0 -0.2 -0.4
C 13.527105 19.389092 10.824923 0.1 0.8 1.8
C 14.613258 18.782190 11.388708 1.1 -1.7 -0.1
C 15.361068 17.845001 10.647025 0.8 1.1 0.0
C 15.099916 17.742495 9.272062 -1.0 -0.6 1.4
C 13.976646 18.400414 8.761549 0.4 0.0 0.0
C 13.160390 19.228693 9.540723 -0.6 -0.1 -1.5
H 14.854230 18.924335 12.419405 0.0 0.3 0.5
H 16.269836 17.351678 11.095508 -1.4 0.5 -0.5
H 15.604875 16.953026 8.735505 0.2 0.4 -0.5
H 13.793129 18.273871 7.718887 -0.4 0.0 -0.6
H 12.241629 19.741486 9.206268 0.7 -0.4 -0.2
F 12.494458 10.450390 10.497795 -2.5 0.2 -0.4
C 13.695604 10.248685 10.946050 2.2 -0.9 0.5
C 14.430233 9.224395 10.375480 -1.2 0.1 0.4
C 15.735415 9.016147 10.741721 0.7 -0.2 -1.5
C 16.359374 9.903565 11.601801 -0.5 0.5 0.9
C 15.579092 10.931791 12.181141 0.7 -1.4 -0.2
C 14.221359 11.062241 11.909317 0.6 1.1 -0.1
H 13.866939 8.587324 9.714988 0.3 -0.2 -0.4
H 16.247563 8.283557 10.090992 0.1 0.2 1.1
H 17.399040 9.788454 11.919793 -0.4 0.1 -0.3
H 16.104669 11.565229 12.865600 -0.1 0.5 0.3
H 13.638287 11.898845 12.278053 0.1 -0.3 0.2
F 19.564509 13.551163 11.567931 0.0 -0.2 -0.2
C 18.331859 14.022146 11.838561 -0.9 0.0 -0.5
C 17.315840 13.928634 10.863968 1.8 0.3 1.1
C 16.089697 14.382685 11.278762 -0.3 0.1 -0.3
C 15.879705 14.929039 12.528728 -0.7 0.6 1.6
C 16.880511 14.973128 13.512294 -0.2 -0.2 0.0
C 18.127993 14.507200 13.124066 1.1 -1.2 0.4
H 17.527892 13.583843 9.853222 -0.1 -0.2 0.3
H 15.285016 14.259393 10.588488 -0.7 0.2 -0.3
H 14.895189 15.317715 12.828157 0.4 -0.4 -0.4
H 16.679747 15.250959 14.580436 0.1 -0.1 -1.3
H 18.966818 14.256417 13.808755 -0.7 0.8 -0.3



[2]
113
Properties=species:S:1:pos:R:3:forces:R:3 method="wB97M-V/def2-TZVPD" relative_energy_kj_mol=232.7 energy_ev=-172369.161 gap_ev=5.28 lumo_ha=-0.1718 fmax_ev_per_a=4.73 charge=+1
Tc -0.011687 -0.026502 -0.502564 0.1 -3.9 -0.5
O -1.907307 0.036167 -0.636594 0.5 0.4 0.0
C -2.858184 -0.459515 0.141625 -0.4 -0.3 0.7
C -4.080661 -0.835122 -0.418625 0.3 0.0 -0.3
C -5.119268 -1.254307 0.382637 0.0 0.1 0.1
C -4.980511 -1.253353 1.769802 -0.2 0.0 0.0
C -3.782999 -0.885003 2.332557 0.2 -0.1 0.1
C -2.683659 -0.515836 1.542259 -0.2 -0.1 -0.5
C -1.465629 -0.111685 2.186480 0.4 0.2 0.2
N -0.344491 0.139412 1.597849 -0.7 -0.5 -0.9
N 0.684080 0.655263 2.307592 0.6 0.4 0.7
C 1.715420 0.895977 1.545223 -0.7 -0.3 0.5
O 1.692508 0.597525 0.283115 -0.1 0.0 -0.2
C 2.917831 1.511840 2.115256 0.2 0.1 -0.1
C 3.121710 1.526626 3.493543 0.0 -0.1 0.0
C 4.265411 2.107086 4.011972 0.0 0.0 0.1
C 5.196477 2.693407 3.165029 0.0 0.0 0.0
C 4.989441 2.687800 1.792456 0.0 0.0 0.0
C 3.855885 2.093396 1.265047 -0.1 0.0 0.0
H -4.166946 -0.800023 -1.496854 -0.1 0.0 0.0
H -6.049247 -1.571180 -0.069739 0.0 0.0 0.0
H -5.816190 -1.527916 2.397473 0.0 -0.1 0.0
H -3.659410 -0.893032 3.408238 0.0 0.0 0.0
H -1.492974 0.037608 3.262834 0.1 0.1 0.0
H 2.392504 1.066731 4.145213 0.0 0.0 0.0
H 4.437966 2.090572 5.079667 0.0 0.1 0.0
H 6.083328 3.158079 3.575093 0.0 0.0 0.0
H 5.719079 3.135913 1.131280 0.0 0.0 0.0
H 3.686975 2.077564 0.196524 0.0 0.0 0.0
C 5.476673 -0.552478 -0.258518 0.0 -0.1 0.0
C 4.992899 -0.424609 -1.550247 0.0 0.0 0.1
C 3.745023 -0.957165 -1.841200 0.1 0.0 0.0
N 2.995565 -1.591863 -0.950399 0.0 -0.1 0.1
C 3.465217 -1.701045 0.290948 0.1 0.2 0.1
C 4.694299 -1.199277 0.685447 0.0 0.0 0.0
H 6.449970 -0.162214 0.008683 0.0 0.0 0.0
H 5.574985 0.065062 -2.318554 0.0 0.0 0.0
H 3.340535 -0.880495 -2.842545 0.0 0.0 0.0
H 2.828182 -2.228533 0.993367 0.1 0.2 0.1
H 5.029771 -1.314921 1.707040 0.0 0.0 0.0
S 1.223125 -2.114569 -7.596178 0.1 0.0 0.0
C 0.741009 -1.279684 -6.269797 -0.1 0.1 -0.2
S 1.831327 -0.738813 -5.006886 -0.6 0.4 -0.1
C 0.440073 -0.198928 -4.068678 0.7 -0.7 -0.6
N -0.674907 -0.371285 -4.670518 -0.5 0.3 0.5
N -0.531799 -0.939461 -5.888474 0.7 0.0 -0.1
C -1.713561 -1.100872 -6.676395 -0.3 -0.1 0.0
C -1.709424 -0.859640 -8.043505 0.1 0.1 0.1
C -2.886737 -1.003073 -8.759584 0.0 0.0 0.0
C -4.059669 -1.374452 -8.120785 0.0 0.0 0.0
C -4.057757 -1.593070 -6.751497 0.0 0.0 0.0
C -2.887715 -1.456754 -6.024405 0.1 -0.1 0.0
S 0.646221 0.725394 -2.621583 -0.2 0.2 0.8
H -0.808428 -0.551114 -8.547586 0.1 0.0 0.0
H -2.880502 -0.804794 -9.822298 0.0 0.0 0.0
H -4.975156 -1.484989 -8.685533 0.0 0.0 0.0
H -4.972994 -1.866396 -6.244193 0.0 0.0 0.0
H -2.872633 -1.619195 -4.955948 0.0 0.0 0.0
C 1.039861 8.544452 0.777522 0.0 0.0 0.1
C 0.475542 7.157526 0.676581 0.0 0.0 0.0
C 0.917166 6.289954 -0.321224 -0.1 -0.1 0.0
C 0.388625 5.016653 -0.443276 0.0 0.0 -0.1
C -0.592215 4.610640 0.445117 -0.1 -0.3 0.1
C -1.017912 5.435411 1.473223 -0.1 -0.1 0.0
C -0.481584 6.706855 1.583742 0.0 0.0 -0.1
S -1.339493 2.996076 0.242454 -0.4 1.0 -0.3
C -2.415458 3.449224 -1.146650 0.0 -0.3 0.3
O -0.237023 2.186675 -0.391921 0.4 -0.1 -0.2
H 1.586240 8.809305 -0.125339 0.0 0.0 0.0
H 1.726377 8.607774 1.623439 0.0 0.1 0.0
H 0.252658 9.280937 0.933751 0.0 0.0 0.0
H 1.676533 6.617628 -1.019226 0.0 0.0 0.0
H 0.727462 4.344527 -1.221642 0.0 0.0 0.0
H -1.771370 5.083199 2.167078 0.0 0.1 0.1
H -0.816047 7.355560 2.382886 0.0 0.0 0.0
H -1.799535 3.846128 -1.950478 0.1 0.0 0.0
H -3.127983 4.194828 -0.799070 0.0 0.0 0.0
H -2.936740 2.549851 -1.470416 0.0 0.0 0.0
C 0.135258 -1.829410 -0.402390 0.0 4.7 -0.4
Ge 0.057224 -3.797901 -0.243617 -0.1 -1.2 0.1
C 1.620755 -4.565351 0.684831 -0.3 0.3 -0.3
C 1.493603 -5.251813 1.888355 0.0 0.0 0.0
C 2.607169 -5.827491 2.484294 0.0 0.0 0.0
C 3.851272 -5.725033 1.880716 0.0 0.0 0.0
C 3.981111 -5.051559 0.674695 0.0 -0.1 -0.1
C 2.869630 -4.482557 0.073627 0.0 -0.4 -0.2
C 0.070433 -4.290126 -2.147677 0.0 0.3 0.5
C 0.729424 -3.441319 -3.038432 -0.1 -0.2 0.0
C 0.819843 -3.787472 -4.379290 0.1 0.0 0.0
C 0.226337 -4.950147 -4.846986 0.0 0.0 0.0
C -0.423173 -5.796874 -3.963062 0.0 -0.1 -0.1
C -0.484626 -5.477504 -2.615855 -0.1 0.0 0.2
C -1.545609 -4.233243 0.832671 0.4 0.3 -0.4
C -1.520623 -3.966163 2.200425 0.0 0.1 0.0
C -2.543998 -4.404639 3.024588 0.0 0.1 0.1
C -3.621740 -5.094098 2.488381 0.0 0.0 0.0
C -3.677063 -5.323939 1.122717 -0.1 -0.1 0.0
C -2.641262 -4.904358 0.300300 0.0 0.0 -0.2
H 0.526899 -5.358006 2.361687 0.0 0.0 0.0
H 2.498241 -6.366173 3.416263 0.0 0.0 0.0
H 4.713293 -6.187912 2.342101 0.0 0.0 0.0
H 4.948919 -4.979070 0.196354 0.0 0.0 0.0
H 2.970491 -3.974826 -0.878569 0.0 -0.1 0.1
H 1.178544 -2.524951 -2.667925 0.1 0.0 -0.1
H 1.367632 -3.161984 -5.068062 0.0 -0.3 0.1
H 0.285129 -5.195148 -5.898907 0.0 0.0 0.0
H -0.869650 -6.713539 -4.324438 0.0 0.0 0.0
H -0.957758 -6.163658 -1.923055 0.0 0.0 0.0
H -0.687210 -3.415217 2.623898 0.0 0.0 0.1
H -2.496441 -4.216937 4.089653 0.0 0.0 0.0
H -4.412639 -5.450975 3.134467 0.0 0.0 0.0
H -4.524462 -5.846356 0.698536 0.0 0.0 0.0
H -2.686614 -5.108370 -0.762731 0.0 0.0 0.0